{
  "formula": "C19H12BrClN4PtSe",
  "method": "ωB97M-V/def2-TZVPD",
  "e_tot_ha": -6504.63393,
  "homo_ev": [-14.9, -14.9],
  "largest_force_ha_per_bohr": 0.0269,
  "homo_lumo_gap_ev": [5.88, 5.88],
  "spin_multiplicity": 1,
  "total_charge": 2,
  "species": ["Pt", "Se", "N", "C", "C", "C", "C", "C", "N", "C", "C", "N", "C", "C", "C", "C", "C", "N", "H", "H", "H", "H", "H", "H", "Br", "Cl", "C", "C", "C", "C", "C", "C", "C", "H", "H", "H", "H", "H", "H"],
  "xyz": [[0.20557, -0.85310, -0.83368], [1.76247, 5.13697, 3.63239], [2.75635, 3.85537, 2.90393], [1.94966, 3.07022, 2.23776], [2.40463, 1.90474, 1.49888], [3.73494, 1.48176, 1.42839], [4.03914, 0.34742, 0.70265], [3.02919, -0.34276, 0.04281], [1.76396, 0.06871, 0.09971], [1.43910, 1.16314, 0.82275], [0.03286, 1.49248, 0.87458], [-0.81415, 0.67184, 0.19798], [-2.11363, 0.94583, 0.17771], [-2.63652, 2.04740, 0.84447], [-1.79705, 2.88027, 1.55320], [-0.42589, 2.61025, 1.57173], [0.55960, 3.42059, 2.26810], [0.25115, 4.48991, 2.95568], [4.50083, 2.04262, 1.94651], [5.05368, -0.01396, 0.62260], [3.22997, -1.21536, -0.56470], [-2.73998, 0.27932, -0.40074], [-3.69925, 2.23395, 0.79712], [-2.17786, 3.74080, 2.08675], [0.75975, -0.73456, -3.22140], [-3.35503, -3.18737, -4.73174], [-2.46170, -3.04037, -3.29694], [-3.01315, -2.33207, -2.22041], [-2.28283, -2.21137, -1.06456], [-0.98089, -2.78947, -0.95714], [-0.23356, -2.66112, 0.26731], [-0.46931, -3.52464, -2.06876], [-1.19600, -3.64894, -3.21687], [-4.00504, -1.91501, -2.31761], [-2.69312, -1.70086, -0.20129], [0.67701, -3.21504, 0.45761], [-0.74015, -2.31614, 1.16155], [0.51000, -3.98018, -1.98858], [-0.82473, -4.20126, -4.06773]],
  "nbo_charge": [1.08, 1.09, -0.57, 0.08, -0.06, -0.06, -0.21, 0.08, -0.44, 0.23, 0.15, -0.44, 0.07, -0.22, -0.06, -0.06, 0.15, -0.59, 0.27, 0.27, 0.24, 0.23, 0.27, 0.27, -0.35, 0.18, 0.09, -0.28, -0.03, -0.29, -0.29, -0.06, -0.24, 0.27, 0.22, 0.25, 0.24, 0.25, 0.27]
}

=====

{
  "formula": "C8H10ClNO4",
  "method": "ωB97M-V/def2-TZVPD",
  "e_tot_ha": -1126.41603,
  "homo_ev": [-6.3, -10.4],
  "largest_force_ha_per_bohr": 0.0906,
  "homo_lumo_gap_ev": [6.07, 6.16],
  "spin_multiplicity": 3,
  "total_charge": 0,
  "species": ["C", "C", "C", "C", "C", "C", "C", "C", "N", "O", "O", "O", "O", "Cl", "H", "H", "H", "H", "H", "H", "H", "H", "H", "H"],
  "xyz": [[1.03382, 0.10088, 1.40578], [1.08134, 0.60881, -1.34953], [-0.14765, -0.69326, 1.12575], [-0.26130, -0.08507, -1.38595], [1.97527, 0.08655, -0.26483], [-0.91989, 0.08087, 0.05430], [-2.35420, -0.49329, -0.12119], [-0.96073, 1.53133, 0.56985], [2.40324, -1.27276, -0.20346], [1.42422, 0.62338, 2.38324], [1.46355, 1.44866, -2.12255], [3.48646, -1.55331, 0.17224], [1.54591, -2.09231, -0.44111], [3.40049, 1.18169, 0.00061], [0.08523, -1.69123, 0.56403], [-0.75804, -0.86910, 2.04375], [-0.81675, 0.29422, -2.22703], [-0.17362, -1.08546, -1.53973], [-2.80895, -0.06011, -0.91188], [-2.98653, -0.23311, 0.67813], [-2.41935, -1.48117, -0.31849], [-1.77155, 2.02188, -0.09040], [-0.01823, 2.13563, 0.47899], [-1.50273, 1.49630, 1.49949]],
  "nbo_charge": [0.47, 0.51, -0.56, -0.52, 0.11, 0.03, -0.60, -0.65, 0.37, -0.32, -0.44, -0.39, -0.48, 0.10, 0.30, 0.26, 0.24, 0.26, 0.21, 0.21, 0.22, 0.22, 0.24, 0.23]
}

=====

{
  "formula": "C3H3BrOS",
  "method": "ωB97M-V/def2-TZVPD",
  "e_tot_ha": -3163.40902,
  "homo_ev": [-7.5, -7.4],
  "largest_force_ha_per_bohr": 0.0601,
  "homo_lumo_gap_ev": [7.21, 6.71],
  "spin_multiplicity": 1,
  "total_charge": 0,
  "species": ["C", "C", "C", "O", "S", "Br", "H", "H", "H"],
  "xyz": [[-1.06270, -0.47619, 0.11528], [1.31415, -0.82172, -0.91659], [-0.69298, 0.83408, 0.74499], [-1.96075, -1.16657, -0.15323], [1.79895, -2.28372, -1.34910], [2.33514, 0.80062, -0.98465], [-0.02588, 1.34746, 0.02313], [-1.63410, 1.32157, 0.81967], [-0.07183, 0.44448, 1.70050]],
  "nbo_charge": [0.79, -0.53, -0.75, -0.42, 0.08, 0.02, 0.29, 0.25, 0.29]
}

=====

{
  "formula": "C4H9NOS",
  "method": "ωB97M-V/def2-TZVPD",
  "e_tot_ha": -685.95880,
  "smiles": "O=CNCCCS",
  "homo_ev": -9.2,
  "largest_force_ha_per_bohr": 0.0634,
  "homo_lumo_gap_ev": 10.07,
  "spin_multiplicity": 1,
  "total_charge": 0,
  "species": ["O", "C", "N", "C", "C", "C", "S", "H", "H", "H", "H", "H", "H", "H", "H", "H"],
  "xyz": [[0.70680, -2.38834, -2.07376], [1.27761, -1.78749, -1.21086], [0.78124, -0.67963, -0.50883], [1.05260, -0.41592, 0.91144], [0.78986, 1.13019, 1.07918], [-0.61977, 1.42185, 1.37641], [-1.85220, 1.15110, 0.04246], [2.07735, -2.23641, -0.68441], [-0.23875, -0.65151, -0.66470], [2.07671, -0.58837, 1.23034], [0.51734, -1.03845, 1.61479], [1.04054, 1.62902, 0.10631], [1.26349, 1.57252, 1.98739], [-0.94186, 2.34449, 1.85061], [-0.97905, 0.73514, 2.19948], [-1.30548, 1.58843, -1.10427]],
  "nbo_charge": [-0.57, 0.55, -0.66, -0.23, -0.43, -0.50, -0.08, 0.09, 0.40, 0.21, 0.19, 0.23, 0.22, 0.23, 0.22, 0.13]
}

=====

{
  "formula": "C5H10O2",
  "method": "ωB97M-V/def2-TZVPD",
  "e_tot_ha": -346.94250,
  "smiles": "C=CCO.CC=O",
  "homo_ev": -9.9,
  "largest_force_ha_per_bohr": 0.0106,
  "homo_lumo_gap_ev": 10.73,
  "spin_multiplicity": 1,
  "total_charge": 0,
  "species": ["C", "C", "C", "O", "H", "H", "H", "H", "H", "H", "C", "C", "O", "H", "H", "H", "H"],
  "xyz": [[-0.73344, -0.63224, 1.46640], [-1.43358, -0.77819, 0.34388], [-2.01843, 0.35456, -0.45958], [-1.86352, 0.15114, -1.84615], [-0.34132, -1.48322, 2.01844], [-0.54365, 0.35605, 1.88565], [-1.62176, -1.77118, -0.06707], [-3.09760, 0.41716, -0.27243], [-1.57332, 1.30848, -0.13611], [-0.93398, 0.34697, -2.04643], [2.46808, 0.37375, 0.33076], [1.45494, 0.05537, -0.73891], [0.89659, 0.90925, -1.39595], [3.00586, -0.52081, 0.65795], [1.94088, 0.79951, 1.19366], [3.17096, 1.12791, -0.03480], [1.22329, -1.01451, -0.89930]],
  "nbo_charge": [-0.43, -0.19, -0.11, -0.73, 0.20, 0.19, 0.20, 0.19, 0.17, 0.49, -0.73, 0.46, -0.57, 0.22, 0.25, 0.24, 0.12]
}

=====

{
  "formula": "C24H17N2O3PdS",
  "method": "ωB97M-V/def2-TZVPD",
  "e_tot_ha": -1785.67784,
  "homo_ev": [-10.2, -10.2],
  "largest_force_ha_per_bohr": 0.0137,
  "homo_lumo_gap_ev": [3.50, 3.50],
  "spin_multiplicity": 1,
  "total_charge": 1,
  "species": ["Pd", "O", "C", "C", "C", "C", "C", "C", "C", "N", "N", "C", "O", "C", "C", "C", "C", "C", "C", "H", "H", "H", "H", "H", "H", "H", "H", "H", "H", "C", "C", "O", "S", "C", "C", "C", "C", "C", "C", "C", "C", "H", "H", "H", "H", "H", "H", "H"],
  "xyz": [[1.10092, -0.70564, -0.70745], [0.22450, -2.14426, -1.78400], [0.76478, -2.87236, -2.62560], [-0.07629, -3.85007, -3.29747], [0.43711, -4.67367, -4.21440], [1.84561, -4.63507, -4.58549], [2.68386, -3.76555, -4.01687], [2.22512, -2.83167, -3.01137], [3.15853, -1.99045, -2.50036], [2.87519, -1.04958, -1.53727], [3.84982, -0.33263, -1.17198], [3.42738, 0.60472, -0.16757], [2.25318, 0.65239, 0.22336], [4.45879, 1.47531, 0.35849], [5.77524, 1.38371, -0.11486], [6.74390, 2.22370, 0.40177], [6.40053, 3.14569, 1.38193], [5.09281, 3.23958, 1.85541], [4.11851, 2.40723, 1.34730], [-1.11896, -3.86931, -3.01451], [-0.21081, -5.39325, -4.69909], [2.21635, -5.32204, -5.33373], [3.72747, -3.74675, -4.30190], [4.18451, -2.03512, -2.84889], [6.02519, 0.66156, -0.87740], [7.76260, 2.16245, 0.04433], [7.16113, 3.80230, 1.78502], [4.84239, 3.96281, 2.61931], [3.09791, 2.46223, 1.70041], [-7.88847, 2.77898, 1.85099], [-7.64485, 1.39307, 2.37611], [-8.11266, 0.39573, 1.92618], [-6.54170, 1.32913, 3.87994], [-5.05921, 0.93194, 2.97747], [-4.00782, 1.84290, 2.90779], [-2.85292, 1.52451, 2.21481], [-2.73710, 0.29510, 1.56148], [-3.79579, -0.61499, 1.63503], [-4.93910, -0.30463, 2.34697], [-1.55075, -0.03336, 0.82750], [-0.53020, -0.30687, 0.23451], [-8.54048, 2.74824, 0.98157], [-6.92772, 3.22922, 1.59698], [-8.32987, 3.38692, 2.64200], [-4.10107, 2.79717, 3.40992], [-2.03230, 2.22797, 2.16535], [-3.70292, -1.57278, 1.14045], [-5.75235, -1.01450, 2.41782]],
  "nbo_charge": [0.90, -0.53, 0.59, -0.29, -0.10, -0.17, -0.18, -0.10, 0.06, -0.20, -0.18, 0.63, -0.54, -0.13, -0.14, -0.22, -0.12, -0.20, -0.15, 0.25, 0.24, 0.24, 0.24, 0.23, 0.24, 0.24, 0.23, 0.24, 0.24, -0.73, 0.50, -0.50, 0.14, -0.15, -0.22, -0.19, -0.06, -0.17, -0.22, -0.08, -0.28, 0.24, 0.24, 0.25, 0.23, 0.22, 0.22, 0.24]
}